The following is a quantum chemistry calculation of a gas-phase ion, C7H11N2 (charge +1) in a non-equilibrium geometry, from OMol25.

Cartesian coordinates (Å):
C -0.5225 1.4823 -1.4765
N -0.4343 0.6702 -0.2896
C -1.2499 0.7917 0.7351
N -1.4134 -0.1526 1.6573
C -1.0132 -1.4647 1.3843
C 0.0909 -1.5221 0.4857
C 0.6297 -1.6644 -0.8616
C 0.6328 -0.3107 -0.1605
C 1.9391 0.3160 0.2749
H 0.4516 1.9103 -1.7091
H -0.8297 0.8603 -2.3197
H -1.2458 2.2836 -1.3457
H -1.8518 1.6890 0.8162
H -2.0071 0.0314 2.4569
H -1.5160 -2.2913 1.8435
H 1.5931 -2.1347 -0.9974
H -0.0724 -1.9000 -1.6489
H 2.7161 -0.4421 0.3182
H 1.8453 0.7640 1.2635
H 2.2573 1.0840 -0.4267

Cartesian forces (eV/Å) of the 2 atoms listed first:
0.02 0.45 -0.56
-0.37 -0.53 0.53

Values from the calculation:
Calculated total energy in eV: -10408.9460
Total charge: +1
Relative energy (zero: lowest compared OMol25 entry of this formula, charge and spin) in eV: 2.7728
Largest force on an atom in eV Å⁻¹: 5.55
Frontier orbital gap in eV: 9.02
Lowest unoccupied orbital energy in eV: -4.044
HOMO in Ha: -0.480